Entry 1:
41
Properties=species:S:1:pos:R:3 method="wB97M-V/def2-TZVPD" orbital_gap_ev=5.836 charge=0 lumo_energy_ha=-0.0803 e_tot_ha=-1649.2741 e_above_lowest_kj_mol=0.0
N -2.3553 -6.2594 1.9400
C -2.0559 -5.1361 1.9383
C -1.6806 -3.7955 1.8994
C -0.3575 -3.4336 1.8556
C 0.0585 -2.0953 1.7446
N 1.4838 -1.8265 1.6933
O 2.2646 -2.7879 1.7241
O 1.8788 -0.6564 1.6239
C -0.8666 -1.0747 1.6767
C -2.2136 -1.4199 1.7591
N -3.4278 -0.7512 1.7879
O -3.5237 0.4987 1.7150
O -4.4887 -1.5747 1.9078
N -3.9834 -2.7935 1.9488
C -2.6373 -2.7409 1.8716
H 0.4017 -4.1972 1.8882
H -0.5558 -0.0487 1.5246
C -2.2930 1.6441 -2.9115
S -1.8082 0.9129 -1.3256
C -1.6809 -0.7799 -1.9805
C -0.0929 1.3831 -1.4251
C 0.6290 1.6922 -0.2645
C 2.0221 2.1911 -0.3776
C 2.7918 2.0071 -1.5241
C 4.0825 2.4791 -1.5891
C 4.6345 3.1432 -0.5112
C 3.8850 3.3355 0.6308
C 2.5932 2.8620 0.6984
O 0.1099 1.5776 0.8560
H -3.3037 1.3386 -3.1662
H -2.2686 2.7269 -2.8310
H -1.6264 1.3433 -3.7147
H -2.6772 -1.1640 -2.1854
H -1.1012 -0.8145 -2.8986
H -1.2084 -1.4272 -1.2471
H 0.3578 1.4969 -2.3909
H 2.3791 1.4766 -2.3639
H 4.6680 2.3200 -2.4781
H 5.6500 3.4961 -0.5592
H 4.3157 3.8500 1.4737
H 2.0007 3.0023 1.5863

Entry 2:
36
Properties=species:S:1:pos:R:3 method="wB97M-V/def2-TZVPD" orbital_gap_ev=7.246 charge=+2 lumo_energy_ha=-0.3063 e_tot_ha=-1002.5903 e_above_lowest_kj_mol=167.4
Pd -0.5190 -0.1095 0.2726
C -0.4076 4.0249 -1.1873
C -1.5568 4.0957 -1.9538
C -2.2948 2.9411 -2.1849
C -1.8726 1.7562 -1.6246
N -0.7624 1.6945 -0.8729
C -0.0413 2.7999 -0.6583
C -2.5313 0.4534 -1.8058
C -3.5997 0.1942 -2.6426
C -4.0447 -1.1120 -2.7691
C -3.4068 -2.1392 -2.0906
C -2.3550 -1.8260 -1.2518
N -1.9690 -0.5493 -1.1139
C -1.5115 -2.7950 -0.5404
C -1.7876 -4.1422 -0.4253
C -0.8422 -4.9715 0.1621
C 0.3524 -4.4304 0.6076
C 0.5377 -3.0625 0.5050
N -0.3780 -2.2700 -0.0508
H 0.1985 4.8991 -0.9965
H -1.8806 5.0386 -2.3738
H -3.1847 2.9705 -2.7976
H 0.8529 2.6935 -0.0610
H -4.0727 0.9897 -3.1990
H -4.8766 -1.3360 -3.4234
H -3.7124 -3.1646 -2.2361
H -2.7223 -4.5419 -0.7919
H -1.0346 -6.0317 0.2616
H 1.1302 -5.0505 1.0295
H 1.4420 -2.5888 0.8617
C 0.2210 -1.7676 4.6127
C 0.0635 -1.1183 3.3170
N -0.0731 -0.5879 2.3124
H -0.3661 -1.2439 5.3651
H 1.2698 -1.7502 4.9062
H -0.1182 -2.8004 4.5511

Entry 3:
48
Properties=species:S:1:pos:R:3 method="wB97M-V/def2-TZVPD" orbital_gap_ev="3.780 / 4.182" charge=0 spin_multiplicity=2 lumo_energy_ha="-0.1298 / -0.1151" e_tot_ha=-3555.2431
Re -1.0701 1.6814 -0.6841
C -4.6873 -0.1011 3.1950
S -4.4115 -0.7734 1.5379
C -3.2426 0.3242 0.9052
S -2.6819 -0.0899 -0.6713
N -2.8457 1.3436 1.6182
N -1.8999 2.1200 1.1027
C -1.4642 3.1981 1.7298
C -0.5262 3.9708 0.9603
C -0.4202 5.3417 1.0051
C 0.1686 5.9659 -0.1584
C 1.3974 5.2526 -0.6116
C 1.1048 3.7765 -0.8163
N 0.0103 3.2676 -0.0973
H -5.0853 -0.9111 3.7960
H -5.3966 0.7181 3.1337
H -3.7345 0.2430 3.5824
H -1.8728 3.5027 2.6798
H -0.9184 5.9192 1.7634
H 0.2990 7.0399 -0.0946
H 1.8012 5.6888 -1.5266
H 0.9839 3.5305 -1.8789
Te 2.9551 2.7522 -0.0961
Te 2.9393 5.2705 0.9489
Te -1.3394 5.7643 -1.9540
Te -2.5716 3.3127 -2.0233
O 1.0564 -6.1471 2.1552
S 2.3535 -6.4508 1.5891
O 3.4629 -5.6338 2.0285
O 2.6355 -7.8338 1.3211
C 2.0760 -5.6965 -0.1032
N 2.0973 -6.4940 -1.1335
C 1.8866 -5.9235 -2.3132
C 1.6319 -4.5665 -2.4299
C 1.6013 -3.8167 -1.2489
N 1.8473 -4.4205 -0.0792
C 1.2611 -2.3997 -1.1810
C 1.0446 -1.5992 -2.3077
C 0.6175 -0.3018 -2.1410
N 0.3940 0.2434 -0.9351
C 0.6735 -0.5000 0.1511
C 1.0954 -1.8047 0.0749
H 1.9169 -6.5827 -3.1703
H 1.4456 -4.1226 -3.3927
H 1.1897 -1.9784 -3.3061
H 0.4136 0.3317 -3.0009
H 0.5280 -0.0225 1.1154
H 1.2814 -2.3908 0.9604

Entry 4:
42
Properties=species:S:1:pos:R:3 method="wB97M-V/def2-TZVPD" smiles="Cc1csc2nc([C@H](C)Nc3ncnc4nc[nH]c34)c(-c3cscn3)c(=O)n12" orbital_gap_ev=7.750 charge=0 lumo_energy_ha=-0.0069 e_tot_ha=-1965.8449
C 3.1155 -1.3062 4.6687
C 2.6923 -2.1912 3.5665
C 2.6496 -3.5882 3.6311
S 1.4835 -4.1930 2.4388
C 1.1922 -2.6388 1.8173
N 0.2029 -2.4518 0.8927
C -0.1650 -1.1848 0.6062
C -1.2297 -1.0643 -0.5036
C -1.3962 -2.4561 -1.1639
N -0.7230 -0.2870 -1.6809
C -1.5965 0.5614 -2.2929
N -2.8849 0.3490 -2.2035
C -3.6750 1.1615 -2.9506
N -3.2166 2.1399 -3.6901
C -1.9576 2.2886 -3.8045
N -1.2817 3.2081 -4.6288
C 0.0234 2.9775 -4.3774
N 0.1692 2.0624 -3.4020
C -1.0147 1.5140 -3.0663
C 0.3567 -0.0807 1.3139
C 0.0385 1.2908 1.0888
C 0.9173 2.3044 0.8700
S 0.1560 3.6945 0.4306
C -1.3602 2.9263 0.4854
N -1.2037 1.6695 0.6825
C 1.4432 -0.3698 2.2871
O 1.8990 0.5570 2.9136
N 1.8723 -1.6589 2.5272
H 3.6991 -1.8414 5.3816
H 2.2796 -0.8328 5.1286
H 3.8306 -0.5463 4.2762
H 3.1131 -4.2292 4.4593
H -2.2044 -0.8136 -0.1766
H -0.6546 -2.6684 -1.8908
H -1.5789 -3.3146 -0.4561
H -2.3607 -2.5001 -1.7031
H 0.2467 -0.2305 -1.7520
H -4.7111 1.0502 -2.9033
H 1.0012 3.3007 -4.8571
H 1.0602 1.8372 -2.9997
H 2.0457 2.1658 0.7759
H -2.2732 3.3887 0.2612

Entry 5:
36
Properties=species:S:1:pos:R:3 method="wB97M-V/def2-TZVPD" orbital_gap_ev=4.677 charge=-2 lumo_energy_ha=0.1883 e_tot_ha=-3548.9794
C 2.1580 -0.3098 0.0383
C 1.8771 1.0364 -0.3346
C 1.2711 1.6912 0.7765
H 2.0791 1.4731 -1.3063
C 1.1805 0.7481 1.8424
C 1.7388 -0.4840 1.3891
H 1.8186 -1.4010 1.9647
H 2.6098 -1.0606 -0.6083
H 0.9361 2.7243 0.8163
H 0.7805 0.9474 2.8319
Cd -0.2326 -2.3218 -1.4218
Br 0.2691 -0.6231 -3.0632
C -1.0963 -4.4125 -0.8323
C -0.3707 -3.8363 0.2720
C 1.0271 -3.8699 -0.0623
H -0.7784 -3.5617 1.2467
C 1.1589 -4.4905 -1.3446
C -0.1449 -4.7949 -1.8292
H -0.3709 -5.3568 -2.7378
H -2.1503 -4.6839 -0.8369
H 1.8396 -3.6292 0.6289
H 2.0913 -4.8105 -1.8134
O -0.4803 2.0097 -1.7775
C -1.3143 1.8255 -0.8634
O -1.7336 0.7981 -0.2918
C -1.8848 3.1748 -0.3845
C -2.0327 3.4123 0.9828
C -2.4069 4.6849 1.4409
C -2.7011 5.7045 0.5224
C -2.5807 5.4529 -0.8550
C -2.2026 4.1849 -1.3052
H -1.8299 2.5954 1.6799
H -2.4906 4.8701 2.5136
H -3.0300 6.6875 0.8686
H -2.8127 6.2404 -1.5761
H -2.1133 3.9958 -2.3759

Entry 6:
48
Properties=species:S:1:pos:R:3 method="wB97M-V/def2-TZVPD" orbital_gap_ev="7.092 / 7.106" charge=-1 spin_multiplicity=5 lumo_energy_ha="0.0935 / 0.0935" e_tot_ha=-6309.0203 e_above_lowest_kj_mol=15.1
Pm 0.2622 0.4742 -0.6787
Cl -1.3698 2.1427 1.4394
C -0.4551 2.6096 2.8348
C -1.0345 3.4942 3.7241
C -0.3456 3.8697 4.8647
C 0.9187 3.3477 5.0901
C 1.4822 2.4710 4.1816
Cl 3.0692 1.8692 4.5307
C 0.8274 2.0564 2.9995
S 1.5599 0.9702 1.8758
H -2.0214 3.8845 3.5128
H -0.7906 4.5621 5.5671
H 1.4779 3.6182 5.9759
O -0.4393 -1.5840 0.6909
C -1.7160 -1.8163 1.2173
C -2.7885 -1.0343 0.4954
C -4.1267 -1.3927 0.6016
C -5.0826 -0.6151 -0.0251
C -4.6693 0.4975 -0.7420
C -3.3167 0.7806 -0.8003
N -2.3914 0.0337 -0.1924
H -0.1550 -2.3461 0.1023
H -1.7141 -1.4855 2.2628
H -1.9641 -2.8809 1.2043
H -4.4027 -2.2748 1.1660
H -6.1316 -0.8770 0.0358
H -5.3794 1.1339 -1.2515
H -2.9504 1.6398 -1.3517
Br -0.4357 2.8986 -1.7084
C 4.6374 -0.3308 -2.8195
N 3.6210 -1.2261 -2.2907
C 3.5677 -2.5556 -2.5977
C 2.5989 -3.3624 -2.1343
C 1.5489 -2.7856 -1.3206
O 0.6109 -3.4461 -0.8444
N 1.6496 -1.4538 -1.0352
C 2.6253 -0.6773 -1.5035
O 2.6476 0.5399 -1.2317
H 5.3526 -0.9108 -3.3975
H 5.1431 0.1752 -1.9986
H 4.1729 0.4268 -3.4497
H 4.3621 -2.9176 -3.2368
H 2.5608 -4.4077 -2.3968
O 0.5117 -1.8140 -3.8421
Cl -0.2030 -0.6301 -3.5002
O 0.7286 0.4295 -3.1942
O -1.0808 -0.2495 -4.5482
O -0.9725 -0.8512 -2.2811

Entry 7:
39
Properties=species:S:1:pos:R:3 method="wB97M-V/def2-TZVPD" smiles="C/C(=N/NC(N)=O)c1ccc2c(c1)[C@@H](CCl)c1cc(Cl)ccc1S2" orbital_gap_ev=8.928 charge=0 lumo_energy_ha=0.0116 e_tot_ha=-2214.8332 e_above_lowest_kj_mol=194.9
C 0.4279 -2.0500 -3.9570
C -0.6815 -1.5919 -3.1142
N -1.8965 -1.8133 -3.4704
N -2.9470 -1.5948 -2.6660
C -4.1870 -1.0835 -3.0702
N -4.9486 -0.5125 -2.1284
O -4.5979 -1.1701 -4.2513
C -0.4689 -0.7395 -1.9485
C -0.4601 0.6489 -2.1452
C -0.1052 1.4726 -1.0757
C 0.2503 0.8621 0.1234
C 0.4119 -0.5362 0.2574
C -0.0736 -1.3139 -0.7863
C 0.7565 -1.0920 1.6765
C 2.2868 -0.8253 1.8953
Cl 3.4311 -1.4015 0.4964
C -0.0440 -0.5054 2.8965
C -0.3307 -1.3203 4.0109
C -1.0968 -0.8145 5.0792
Cl -1.3483 -1.6311 6.5611
C -1.3811 0.6212 5.0621
C -1.0348 1.4252 3.9602
C -0.2414 0.8592 2.9479
S 0.3970 1.9198 1.5493
H 0.9915 -2.8404 -3.3456
H 1.1785 -1.2146 -4.1605
H 0.0447 -2.3175 -4.9456
H -2.7314 -1.5302 -1.6866
H -5.8893 -0.5236 -2.4945
H -4.8622 -0.7764 -1.2165
H -0.6797 1.2736 -2.9760
H -0.0630 2.6037 -1.1870
H 0.0371 -2.4738 -0.6122
H 0.6140 -2.2155 1.8083
H 2.5366 -1.3615 2.7853
H 2.3533 0.2929 2.1197
H -0.0792 -2.3538 4.0517
H -1.8435 1.0791 5.9072
H -1.2409 2.4969 3.9285

Entry 8:
36
Properties=species:S:1:pos:R:3 method="wB97M-V/def2-TZVPD" smiles="COc1ccccc1C1=N[C@H](c2ccc(F)cc2)N=C1C" orbital_gap_ev=9.598 charge=0 lumo_energy_ha=0.0181 e_tot_ha=-941.4107 e_above_lowest_kj_mol=25.6
C -1.1766 1.1970 -1.8561
O 0.0128 0.5635 -2.2915
C -0.1468 -0.7554 -2.6657
C -0.2928 -1.0767 -4.0085
C -0.3807 -2.3988 -4.4058
C -0.3231 -3.4119 -3.4638
C -0.1687 -3.1021 -2.1251
C -0.0880 -1.7772 -1.7133
C 0.1173 -1.4476 -0.3030
N -0.7499 -0.9337 0.4828
C -0.0889 -0.7407 1.7535
C -0.1653 0.7165 2.1529
C -1.3900 1.3683 2.0876
C -1.4848 2.7071 2.4173
C -0.3408 3.3764 2.8136
F -0.4275 4.6849 3.1377
C 0.8867 2.7459 2.8873
C 0.9700 1.4062 2.5503
N 1.2565 -1.2259 1.6268
C 1.3928 -1.6405 0.4269
C 2.6286 -2.2018 -0.1582
H -1.6036 0.6807 -0.9915
H -0.8904 2.2088 -1.5753
H -1.9168 1.2335 -2.6635
H -0.3261 -0.2762 -4.7321
H -0.4939 -2.6380 -5.4525
H -0.3930 -4.4442 -3.7716
H -0.1244 -3.8887 -1.3852
H -0.6112 -1.3371 2.5136
H -2.2646 0.8229 1.7696
H -2.4259 3.2320 2.3711
H 1.7578 3.2995 3.2000
H 1.9146 0.8879 2.5955
H 2.9549 -1.5687 -0.9831
H 3.4095 -2.2527 0.5951
H 2.4366 -3.1965 -0.5582